Computed, not measured: C51H44BrClF4N5O6TaTe as an isolated structure in a non-equilibrium geometry, with the ωB97M-V functional and the def2-TZVPD basis.

The highest occupied orbital energy comes out at -11.6 eV. The calculation puts the electronic energy at -175594.339 eV. Its charge is +2. The gap between HOMO and LUMO comes out at 0.1649 Eh. The energy above the lowest of the compared OMol25 structures with the same formula, charge and spin is 2.293 eV. As for the spin multiplicity: 1.

Cartesian coordinates (Å):
Ta: -0.4378 -0.6838 1.0504
C: -3.8125 -1.6806 -0.0410
N: -3.2940 -0.6911 0.9203
C: -3.9485 0.6094 0.6472
C: -3.5210 -1.1654 2.2888
C: -2.4508 -2.2003 2.7159
N: -1.4116 -2.3599 1.6694
C: -1.4041 -3.6528 1.0966
C: -1.4312 -3.8275 -0.2829
F: -1.3262 -2.7278 -1.0369
C: -1.5343 -5.0632 -0.8795
F: -1.5790 -5.1384 -2.2067
C: -1.5785 -6.2045 -0.1054
C: -1.4867 -6.0657 1.2657
F: -1.4724 -7.1370 2.0428
C: -1.3960 -4.8188 1.8593
F: -1.2487 -4.7296 3.1803
H: -4.9023 -1.6094 -0.0886
H: -3.5602 -2.6918 0.2684
H: -3.4163 -1.4939 -1.0275
H: -5.0327 0.4794 0.5669
H: -3.5678 1.0141 -0.2861
H: -3.7592 1.3126 1.4392
H: -4.5068 -1.6298 2.3688
H: -3.5066 -0.3121 2.9598
H: -2.9279 -3.1535 2.9062
H: -1.9890 -1.8825 3.6440
H: -1.6715 -7.1848 -0.5539
Br: 3.3252 4.8084 5.1635
C: 2.9147 3.1899 4.3003
C: 2.7835 2.0266 5.0449
C: 2.4653 0.8401 4.4097
C: 2.2621 0.8122 3.0314
C: 2.4066 1.9883 2.2965
C: 2.7334 3.1731 2.9236
N: 1.9069 -0.3837 2.3495
C: 2.4336 -1.4756 2.7244
C: 2.2173 -2.7220 2.0205
C: 2.9846 -3.8303 2.3326
C: 2.8970 -4.9583 1.5283
C: 2.0799 -4.9106 0.4170
C: 1.3363 -3.7598 0.1881
N: 1.3657 -2.7052 0.9934
H: 2.9170 2.0521 6.1179
H: 2.3233 -0.0577 5.0017
H: 2.2707 1.9516 1.2255
H: 2.8299 4.0912 2.3586
H: 3.1649 -1.4982 3.5305
H: 3.6598 -3.7918 3.1783
H: 3.4864 -5.8382 1.7509
H: 2.0307 -5.7327 -0.2835
H: 0.7267 -3.6791 -0.6982
C: 1.8287 0.2453 -6.0547
C: 1.4659 0.0535 -4.6111
C: 2.3403 -0.5343 -3.7176
C: 2.0221 -0.7653 -2.3835
C: 3.1393 -1.4667 -1.6541
O: 3.3162 -2.6437 -1.8720
C: 4.0825 -0.6644 -0.8407
C: 5.1335 -1.3274 -0.2021
C: 6.0435 -0.6198 0.5605
C: 5.9373 0.7662 0.6572
C: 4.9254 1.4344 -0.0150
C: 3.9902 0.7229 -0.7514
C: 0.7459 -0.4164 -1.9044
O: 0.3184 -0.5896 -0.5656
C: -0.1450 0.2000 -2.8125
C: 0.2243 0.4263 -4.1234
C: -1.5032 0.6606 -2.3857
N: -1.6761 1.6311 -1.5709
C: -0.5667 2.5295 -1.2421
C: -0.6919 3.8372 -2.0512
Te: -2.6143 4.7994 -1.7419
C: -1.8360 5.7902 -0.0287
C: -0.8326 6.7421 -0.1822
C: -0.2399 7.3057 0.9404
C: -0.6485 6.9251 2.2125
C: -1.6616 5.9898 2.3631
C: -2.2595 5.4209 1.2436
C: -2.6587 0.0305 -3.0664
C: -3.8759 0.7159 -3.1347
C: -4.9429 0.1868 -3.8390
C: -4.8161 -1.0410 -4.4781
C: -3.6102 -1.7267 -4.4242
C: -2.5327 -1.1889 -3.7377
H: 2.8737 0.0008 -6.2336
H: 1.6462 1.2721 -6.3733
H: 1.2177 -0.4043 -6.6841
H: 3.3280 -0.8262 -4.0571
H: 5.2259 -2.3965 -0.3406
H: 6.8556 -1.1396 1.0546
H: 6.6610 1.3261 1.2359
H: 4.8749 2.5147 0.0320
H: 3.2084 1.2436 -1.2960
H: -0.4891 0.9054 -4.7861
H: 0.4050 2.0632 -1.4504
H: -0.6157 2.7845 -0.1872
H: -0.5772 3.6347 -3.1168
H: 0.0552 4.5621 -1.7377
H: -0.5219 7.0556 -1.1707
H: 0.5366 8.0510 0.8203
H: -0.1846 7.3675 3.0849
H: -1.9916 5.7012 3.3546
H: -3.0528 4.6922 1.3605
H: -3.9628 1.6846 -2.6599
H: -5.8708 0.7408 -3.9063
H: -5.6493 -1.4531 -5.0328
H: -3.5011 -2.6761 -4.9338
H: -1.5912 -1.7228 -3.7189
O: -0.7941 -0.0730 3.0455
Cl: -0.9383 1.3972 2.8182
O: -0.2436 2.1260 3.7781
O: -2.3035 1.7184 2.7680
O: -0.3500 1.5192 1.4596